(1)
The following is a DFT calculation (ωB97M-V/def2-TZVPD) of the molecule C17H21N7 in a non-equilibrium geometry.

The geometry in XYZ format:
```
45
Properties=species:S:1:pos:R:3:forces:R:3:mulliken_charge:R:1
C 3.01737 0.71318 -1.42080 0.0 0.0 0.0 -1.887
C 1.54909 0.90514 -1.65680 0.0 0.0 -0.1 0.193
C 0.72861 1.37762 -0.64250 0.0 0.1 0.1 0.853
C -0.64684 1.51963 -0.82091 0.1 0.1 -0.4 0.203
C -1.17360 1.21735 -2.07961 0.0 0.0 0.0 -0.467
C -0.36422 0.73812 -3.08887 0.0 0.0 0.0 -0.946
C 0.99267 0.56929 -2.88260 0.1 0.0 0.1 -0.598
H 1.62058 0.17656 -3.66749 0.1 0.0 -0.1 0.445
H -0.79904 0.49051 -4.04543 0.0 0.0 -0.1 0.377
H -2.22757 1.35692 -2.26340 -0.1 0.0 0.0 0.552
N -1.54723 1.93864 0.17246 -0.2 0.2 0.1 0.184
C -2.67676 1.05915 0.41635 -0.3 -0.1 0.1 -0.955
H -3.57111 1.66204 0.60730 0.0 -0.1 0.0 0.493
C -2.37871 0.14692 1.63590 -0.4 0.0 -0.1 -0.934
N -0.96122 0.15880 1.93911 0.0 -0.3 -0.1 0.262
C -0.08562 -0.68795 1.34655 0.4 0.1 0.6 0.883
C 1.23802 -0.83232 1.74295 -0.3 0.1 -0.1 -0.735
C 2.10909 -1.69116 1.05793 -0.2 0.0 -0.2 0.909
N 1.74243 -2.40520 0.01622 0.8 -0.3 -0.1 -0.605
C 0.47831 -2.31265 -0.34653 -0.9 0.7 0.5 0.220
N -0.16872 -2.91133 -1.32979 1.0 -0.5 -0.2 -0.479
N -1.40800 -2.48966 -1.27646 -0.6 -0.1 -0.4 -0.725
N -1.61794 -1.66132 -0.33697 -1.1 0.8 0.5 -0.471
N -0.45181 -1.49539 0.31489 1.1 -1.2 -0.8 0.686
C 3.52997 -1.82323 1.50073 0.0 0.0 0.0 -1.409
H 4.03022 -0.85714 1.46572 0.1 0.1 0.0 0.312
H 3.57050 -2.18866 2.52538 0.1 0.0 0.1 0.416
H 4.04540 -2.52140 0.84890 0.0 0.0 0.0 0.371
H 1.60825 -0.27971 2.59005 -0.1 0.1 0.1 0.542
C -0.52623 1.46966 2.38487 0.1 0.2 0.1 -1.378
H 0.56034 1.52507 2.38444 0.0 0.0 0.0 0.518
H -0.87798 1.63564 3.40891 0.1 0.0 0.0 0.231
C -1.13161 2.54088 1.42415 0.2 0.2 0.0 0.385
H -2.06803 2.89691 1.87644 0.1 -0.1 0.0 0.429
C -0.24429 3.76813 1.25118 -0.2 -0.2 0.1 -1.565
H 0.72328 3.53167 0.82312 0.1 0.0 0.0 0.262
H -0.73990 4.47470 0.59062 0.0 0.1 0.0 0.404
H -0.09217 4.24147 2.21860 0.1 0.1 0.1 0.430
H -2.70494 -0.87111 1.43399 -0.1 0.2 0.1 0.546
H -2.88923 0.51150 2.53239 0.0 0.0 0.0 0.354
H -2.84883 0.43456 -0.45740 0.0 0.1 0.1 0.381
H 1.19118 1.60251 0.30525 0.0 0.0 0.1 0.171
H 3.24581 -0.35137 -1.36689 0.1 -0.1 0.0 0.288
H 3.33387 1.18344 -0.49184 0.1 0.0 0.1 0.318
H 3.59346 1.13685 -2.24130 0.1 0.0 0.0 0.537
```
Positions in Å, forces in eV/Å.

HOMO-LUMO gap = 8.43 eV
Calculated total energy = -28399.3858 eV
Energy above the lowest of the compared OMol25 structures with the same formula, charge and spin = 25.2 kJ/mol
Net charge = 0
SMILES = Cc1cccc(N2CCN(c3cc(C)nc4nnnn34)C[C@H]2C)c1

=====

(2)
The following is a DFT calculation (ωB97M-V/def2-TZVPD) of a structure of composition C17H22BrNO7Os in a non-equilibrium geometry.

The geometry in XYZ format:
```
49
Properties=species:S:1:pos:R:3:forces:R:3:mulliken_charge:R:1
Os 0.71229 -0.43580 0.29649 1.5 0.4 1.3 2.300
O 2.89737 -1.00360 0.55383 -0.3 0.0 0.0 -0.587
C 3.41311 -0.49680 1.80043 -0.2 0.1 -0.1 -0.752
C 2.34387 -0.72300 2.83641 0.0 0.0 0.2 -0.553
N 1.05944 -0.12410 2.40403 0.0 -0.5 0.0 -0.250
C 1.04728 1.35870 2.54132 -0.1 -0.3 0.4 -0.593
C 1.67727 2.04342 1.33602 0.2 -0.3 -1.1 0.543
O 2.21557 3.11921 1.43221 -0.1 0.0 0.3 -0.686
O 1.58636 1.36109 0.20569 0.2 1.3 0.6 -0.925
C -0.06082 -0.86009 3.05530 0.3 0.2 0.1 -0.591
C -0.23011 -2.21852 2.36076 0.3 -0.2 -1.0 0.486
O -0.63288 -3.17500 2.97506 -0.1 0.0 0.1 -0.691
O 0.13513 -2.24020 1.08769 -0.4 -0.5 0.8 -0.698
H 2.84821 -1.97038 0.58068 0.1 -0.1 0.0 0.367
H 3.63907 0.55079 1.62682 0.0 0.1 0.0 0.307
H 4.34347 -0.99986 2.05421 0.0 -0.1 0.0 0.451
H 2.61986 -0.33644 3.81977 0.1 0.1 0.0 0.415
H 2.18045 -1.79786 2.93603 0.0 0.0 0.0 0.365
H 1.55982 1.67502 3.44809 0.0 0.0 0.1 0.425
H 0.00830 1.67286 2.60341 0.0 0.1 0.0 0.317
H -0.96659 -0.28089 2.93396 -0.1 0.1 0.0 0.363
H 0.12365 -1.02299 4.11549 0.1 0.0 0.1 0.451
C 0.50451 -3.53203 -2.77762 0.0 -0.2 0.0 -1.730
C 0.25674 -2.08822 -2.34674 0.3 0.1 0.2 0.796
C 0.29799 -1.17723 -3.57231 0.0 0.0 -0.1 -1.440
C 1.30662 -1.68675 -1.28035 -1.1 -0.2 -0.7 -1.053
H -0.20211 -3.83958 -3.55360 0.0 0.0 0.0 0.450
H 0.40108 -4.21893 -1.93428 0.0 0.0 0.0 0.398
H 1.51471 -3.64536 -3.18633 -0.1 0.0 0.0 0.330
H -0.73920 -2.04531 -1.89771 0.0 0.0 0.0 0.087
H 1.27483 -1.25780 -4.06190 0.0 0.0 0.0 0.371
H 0.13305 -0.13203 -3.32707 0.0 0.0 0.1 0.249
H -0.45996 -1.47692 -4.30132 0.0 0.0 0.0 0.395
H 2.15165 -1.18438 -1.75569 0.0 0.0 0.0 0.592
H 1.63601 -2.60946 -0.79610 0.0 0.0 0.1 0.671
Br -5.72222 3.38935 1.00704 0.0 0.0 0.0 -0.189
C -4.28030 3.06589 -0.16855 0.0 0.0 0.0 -0.117
C -4.20445 3.76905 -1.36180 0.0 0.0 0.0 -0.368
C -3.14876 3.52995 -2.23230 0.0 0.0 0.0 -0.695
C -2.17897 2.59445 -1.91126 0.0 0.0 -0.1 -0.546
C -2.27091 1.90319 -0.70921 0.1 -0.1 0.1 0.185
C -3.31986 2.13274 0.17447 0.0 0.0 0.0 -0.288
C -1.22682 0.92521 -0.36436 0.0 -0.1 -0.6 0.896
O -1.10054 0.39523 0.79230 -0.3 0.0 -0.4 -0.618
O -0.35881 0.53725 -1.19668 -0.4 0.1 -0.4 -0.650
H -4.96630 4.49660 -1.60698 0.0 0.0 0.0 0.409
H -3.08709 4.07938 -3.16325 0.0 0.0 0.0 0.408
H -1.34868 2.39617 -2.57652 0.0 0.0 0.0 0.411
H -3.38231 1.58396 1.10445 0.0 0.0 0.0 0.580
```
Positions in Å, forces in eV/Å.

HOMO-LUMO gap = 8.02 eV
Calculated total energy = -106318.4737 eV
Net charge = 0

=====

(3)
The following is a DFT calculation (ωB97M-V/def2-TZVPD) of a structure of composition C17H22Cl4OW in a non-equilibrium geometry.

The geometry in XYZ format:
```
45
Properties=species:S:1:pos:R:3:forces:R:3:mulliken_charge:R:1
C 1.95355 -0.34429 2.04132 0.9 -1.0 0.3 0.172
C 2.87568 0.10150 1.02062 0.0 0.0 0.8 0.960
C 2.79219 -0.83476 -0.07773 -0.5 -1.1 -0.5 1.006
C 3.83206 1.23796 1.11014 0.3 0.9 -0.3 -1.307
C 1.81503 -1.86242 0.27621 0.7 -0.3 0.5 0.256
C 1.36317 -1.56789 1.59154 0.9 -1.2 1.0 0.380
C 0.48350 -2.46165 2.39303 -0.2 -0.4 0.2 -1.363
C 1.78373 0.27547 3.38892 -0.3 0.2 0.4 -1.571
C 3.60804 -0.78784 -1.31647 0.9 -0.4 -0.3 -1.271
C 1.30913 -2.99639 -0.56996 0.3 -0.2 0.0 -1.422
W 0.90487 0.12011 0.16139 -0.5 4.1 -1.4 0.619
Cl 2.71816 1.81661 -1.36749 -3.5 1.5 -1.2 -0.489
Cl 0.19417 2.15023 1.08146 -0.4 -0.2 -0.2 -0.399
Cl 0.14886 -0.45909 -1.98974 -0.7 0.2 -0.3 -0.498
H 3.73585 1.77568 2.05734 0.1 -0.2 0.0 0.386
H 3.63669 1.95654 0.23085 0.7 -1.1 2.1 0.131
H 4.84943 0.84318 0.99571 -0.1 0.1 0.2 0.326
H 3.72658 0.25162 -1.69096 0.2 -1.5 0.3 0.186
H 3.18615 -1.39129 -2.11950 0.0 -0.1 0.1 0.347
H 4.59478 -1.16664 -1.06453 0.3 -0.3 -0.1 0.369
H 1.17763 -2.66391 -1.60470 0.1 -0.3 0.3 0.379
H 0.34335 -3.34330 -0.18476 0.2 0.1 -0.2 0.405
H 2.00114 -3.84987 -0.55836 -0.1 0.2 0.1 0.283
H 0.04161 -3.21664 1.73784 -0.1 0.1 0.2 0.351
H -0.36117 -1.85612 2.79609 0.5 -0.5 0.0 0.329
H 1.02871 -3.02538 3.16782 0.2 0.5 -0.2 0.263
H 2.02426 1.34545 3.38211 -0.1 -0.3 -0.1 0.379
H 2.43615 -0.20118 4.13661 -0.1 0.0 -0.3 0.288
H 0.74761 0.16516 3.72874 0.2 0.0 -0.1 0.357
O -1.41653 -0.79459 2.06002 -1.4 0.9 -1.4 -0.806
H -2.31435 -1.19224 1.91052 1.2 0.4 0.0 0.129
Cl -5.12691 1.57159 0.66282 -0.4 0.0 0.3 -0.157
C -4.66284 1.71076 -0.97029 1.1 0.3 0.2 0.623
C -5.52885 2.22662 -1.91322 0.0 -0.2 -0.9 -0.607
C -5.13554 2.31487 -3.25918 1.1 0.2 0.5 -0.251
C -3.81717 1.97828 -3.60612 0.7 -0.3 -0.7 -0.670
C -2.94231 1.43120 -2.67676 0.0 -0.6 0.3 -0.175
C -3.33367 1.25313 -1.30517 -1.3 0.3 -1.1 0.108
C -2.56056 0.55732 -0.37267 0.6 -0.3 -0.2 -0.702
H -6.52700 2.53408 -1.65579 -0.1 0.0 0.3 0.433
H -5.77612 2.72380 -4.04221 -0.1 -0.2 0.4 0.381
H -3.45131 2.07643 -4.65608 -0.5 0.0 1.0 0.338
H -1.90985 1.14344 -2.92804 -0.6 0.1 -0.1 0.324
H -2.39424 0.83791 0.67079 -0.5 -0.3 0.2 0.534
H -2.05371 -0.38343 -0.67219 0.1 1.0 0.0 0.643
```
Positions in Å, forces in eV/Å.

HOMO-LUMO gap (spin up / spin down) = 3.96 / 3.93 eV
Calculated total energy = -71944.3387 eV
Net charge = 0

=====

(4)
The following is a DFT calculation (ωB97M-V/def2-TZVPD) of a cluster of 2 separate species, C17H22ClNO5 in total in a non-equilibrium geometry.

The geometry in XYZ format:
```
46
Properties=species:S:1:pos:R:3:forces:R:3:mulliken_charge:R:1
C 6.42919 2.17210 2.93637 -1.9 0.3 0.5 -0.725
C 5.85202 3.65059 2.42434 4.3 2.1 -2.8 0.638
O 6.69399 4.43617 1.74821 -6.1 -4.5 4.2 -0.536
O 4.44307 3.93387 2.73840 2.5 -0.9 -2.0 -0.294
C 3.58709 3.92156 1.54181 -1.6 0.3 -0.5 -0.592
C 3.52232 2.48979 0.74589 -0.6 -0.4 -0.9 -0.015
C 2.15066 1.62330 0.98068 -4.0 -2.6 -0.4 0.325
C 1.27746 1.18691 -0.37689 -0.9 -1.0 3.3 -0.790
C -0.10974 0.26414 -0.29071 1.8 1.0 3.2 0.024
Cl -1.05022 -0.17971 -1.83992 1.7 0.8 2.6 -0.156
C -0.64797 -0.25221 1.16918 2.8 2.3 -0.4 -0.043
C 0.19050 0.19360 2.50557 0.5 0.7 -3.2 0.121
C 1.55559 1.09716 2.41485 -1.0 -0.4 -1.8 0.795
C 2.33254 1.43618 3.82268 -0.9 -1.2 0.1 -0.742
C -0.61297 -0.48506 3.76321 1.3 0.7 3.3 0.190
O -0.52957 -0.27700 5.09510 -0.6 -1.6 -9.2 -0.504
N -1.52050 -1.52329 3.07089 -0.3 -0.1 -1.0 -0.359
C -1.91745 -1.18622 1.62072 -2.3 0.2 -2.7 0.265
O -3.00633 -1.56351 0.92482 7.5 2.3 5.0 -0.469
H 5.68839 1.81598 3.80054 1.8 0.7 -1.8 0.214
H 6.26691 1.39226 2.05507 0.6 1.8 1.8 0.218
H 7.53259 2.22267 3.32296 -2.3 0.1 -1.0 0.327
H 2.47820 4.13490 1.92918 2.6 -0.4 -0.7 0.313
H 3.87374 4.79119 0.80549 -0.3 -1.8 1.5 0.312
H 3.55754 2.75447 -0.41686 -0.2 -0.7 2.5 0.263
H 4.42535 1.77025 0.93698 -1.6 1.6 -0.2 0.106
H 1.70501 1.54964 -1.41754 -1.2 -1.0 2.3 0.208
H 1.70590 2.24207 4.42170 1.5 -1.6 -1.3 0.284
H 2.29840 0.43075 4.46447 0.0 2.3 -1.3 0.384
H 3.46524 1.71544 3.70543 -2.5 -0.3 -0.1 -0.107
H -1.04201 -2.45651 2.89448 -0.6 1.4 1.1 0.347
C -5.72510 -4.11093 -5.07492 -0.2 0.1 0.0 -1.016
C -4.26371 -3.69408 -5.03486 -0.1 0.1 0.0 -0.304
O -4.07690 -2.28296 -5.00044 0.1 0.1 -0.1 -0.428
C -4.64136 -1.59108 -3.88868 0.1 -0.2 0.1 -0.424
C -4.09203 -2.05219 -2.54862 0.0 0.0 0.0 -0.912
H -6.22893 -3.66129 -5.93748 0.1 -0.1 0.1 0.283
H -5.80983 -5.19905 -5.14591 0.0 0.1 0.0 0.381
H -6.26501 -3.79134 -4.17935 0.1 -0.1 0.0 0.262
H -3.77123 -4.05390 -5.94472 0.0 0.3 0.1 0.329
H -3.74215 -4.16567 -4.19632 -0.1 0.0 0.1 0.286
H -5.73286 -1.66422 -3.91344 0.0 -0.1 0.1 0.312
H -4.39922 -0.53256 -4.02245 0.1 -0.2 -0.2 0.326
H -4.32036 -3.10170 -2.35219 -0.1 0.1 0.0 0.295
H -4.52356 -1.45833 -1.73545 0.1 -0.1 -0.1 0.386
H -3.00269 -1.94215 -2.52227 -0.2 0.0 0.0 0.222
```
Positions in Å, forces in eV/Å.

HOMO-LUMO gap = 7.39 eV
Calculated total energy = -42221.8586 eV
Net charge = 0
SMILES = CC(=O)OCCc1cc(Cl)c2c(c1C)C(=O)NC2=O.CCOCC

=====

(5)
The following is a DFT calculation (ωB97M-V/def2-TZVPD) of a cluster of 2 separate species, C17H22IO4P in total in a non-equilibrium geometry.

The geometry in XYZ format:
```
45
Properties=species:S:1:pos:R:3:forces:R:3:mulliken_charge:R:1
C 1.25932 3.02472 1.35812 -0.3 -0.6 0.1 -1.339
C 1.23611 1.53600 1.77180 0.0 1.1 -0.6 0.055
C 1.47721 0.67358 0.54913 -0.1 -0.8 0.4 -0.736
C 1.36949 -0.87043 0.74635 0.5 0.9 0.0 -0.524
C 1.13560 -1.35528 2.16920 -0.6 -0.2 -0.4 -1.206
C -0.28820 -1.17192 2.74096 0.6 -0.1 -0.1 -0.830
C -1.33305 -0.80907 1.70508 -0.2 -0.2 0.8 1.030
C -2.74439 -1.01069 2.12241 0.1 -0.2 0.2 0.223
C -3.81220 -0.53092 1.49535 -0.2 0.7 -0.3 0.089
P -3.88452 0.51967 -0.01286 -0.6 -0.3 -0.4 -0.142
O -2.63791 -0.06939 -0.89286 -0.1 0.3 0.2 -0.448
I -2.95095 2.60839 0.90527 0.0 -0.1 0.1 -0.045
C -5.04201 -0.99155 2.20391 -1.3 0.5 -0.8 0.471
O -6.20687 -0.77632 1.94649 2.0 -0.5 0.6 -0.528
O -4.61659 -1.75724 3.25670 -0.6 -0.3 0.6 -0.285
C -3.24101 -1.78533 3.31026 0.4 -0.4 0.7 -0.064
O -2.66020 -2.32889 4.21053 -0.6 0.5 -1.0 -0.527
H 0.24200 3.37283 1.25432 -0.3 0.3 0.0 0.213
H 1.76451 3.64859 2.07813 0.2 0.2 0.2 0.377
H 1.70326 3.13539 0.38158 0.4 0.2 -0.3 0.318
H 0.26645 1.36637 2.21278 -0.2 -0.3 0.3 -0.036
H 1.99164 1.38100 2.52470 0.2 -0.3 0.3 0.339
H 2.47742 0.89750 0.20667 0.3 0.1 -0.2 0.473
H 0.82399 0.98116 -0.26044 -0.3 0.2 -0.2 0.206
H 0.64845 -1.25781 0.03963 -0.3 -0.3 -0.1 0.196
H 2.31842 -1.28761 0.43957 0.3 -0.2 -0.2 0.558
H 1.87728 -0.90841 2.81242 0.2 0.2 0.3 0.292
H 1.34583 -2.41603 2.17498 0.1 -0.4 0.0 0.514
H -0.26586 -0.41560 3.51243 -0.2 0.3 0.3 0.387
H -0.58256 -2.08780 3.22666 0.0 -0.2 0.2 0.520
H -1.24554 0.24189 1.45846 0.2 0.3 -0.3 -0.371
H -1.22483 -1.38838 0.80147 0.2 -0.3 -0.4 0.505
H -1.78345 0.13537 -0.49820 0.3 -0.1 -0.1 0.313
C 2.86703 -0.98279 -4.12340 0.0 0.0 0.0 -0.425
C 1.78399 -0.90180 -3.26026 0.0 0.0 0.1 -0.400
C 0.80091 0.05580 -3.46350 0.0 0.0 0.0 0.019
C 0.89743 0.93235 -4.53469 0.0 0.0 0.0 -0.608
C 1.97919 0.85063 -5.40012 0.0 0.0 0.0 -0.337
C 2.96491 -0.10451 -5.19345 0.0 0.0 0.0 -0.429
H 3.63402 -1.72894 -3.96247 0.0 0.0 0.0 0.377
H 1.70462 -1.58887 -2.42697 0.0 0.0 0.0 0.331
H -0.04243 0.11852 -2.78673 0.0 0.0 0.0 0.377
H 0.12962 1.67774 -4.69551 0.0 0.0 0.0 0.370
H 2.05406 1.53242 -6.23700 0.0 0.0 0.0 0.364
H 3.80978 -0.16433 -5.86692 0.0 0.0 0.0 0.360
```
Positions in Å, forces in eV/Å.

HOMO-LUMO gap = 8.11 eV
Calculated total energy = -43565.9869 eV
Net charge = 0
SMILES = CCCCCCCC1=C(P(O)I)C(=O)OC1=O.c1ccccc1